Record 1
Below is a gas-phase ion, C5H12N3S (charge +1) in a non-equilibrium geometry, with properties calculated with the ωB97M-V functional and the def2-TZVPD basis.

Computed properties:
ΔE to the lowest compared entry with this formula, charge and spin = 108.9 kcal/mol
highest occupied orbital energy (alpha / beta) = -12.2 / -12.2 eV
SMILES = CN[C@H](C)N(C)C=[N+]=S
charge = +1
DFT total energy = -759.76026 Ha
orbital gap (alpha / beta) = 7.2 / 7.2 eV

Each line ends with the natural charge from an NBO analysis.
Cartesian coordinates (Å):
C -1.740 -1.916 -0.424  -0.436
N -1.031 -0.895 0.261  -0.502
C 0.158 -0.191 -0.274  0.114
C 1.371 -0.712 0.550  -0.616
N -0.101 1.253 -0.191  -0.351
C 1.017 2.297 -0.041  -0.454
C -1.373 1.674 -0.213  0.342
N -2.470 0.744 0.378  -0.567
S -3.926 0.271 -0.025  0.415
H -1.275 -2.027 -1.438  0.227
H -1.522 -2.974 -0.097  0.234
H -2.852 -1.779 -0.267  0.214
H -1.208 -0.842 1.286  0.423
H 0.328 -0.537 -1.283  0.226
H 1.077 -0.727 1.695  0.227
H 2.281 -0.030 0.393  0.233
H 1.579 -1.726 0.244  0.247
H 0.702 3.363 0.309  0.263
H 1.799 2.030 0.767  0.251
H 1.595 2.375 -1.044  0.244
H -1.821 2.706 -0.180  0.267

Record 2
Below is C2H3N5O in the gas phase in a non-equilibrium geometry, with properties calculated with the ωB97M-V functional and the def2-TZVPD basis.

Computed properties:
ΔE to the lowest compared entry with this formula, charge and spin = 67.7 kcal/mol
highest occupied orbital energy = -9.7 eV
SMILES = [H]/N=C/n1nnc(=O)[nH]1
charge = 0
DFT total energy = -426.94971 Ha
orbital gap = 9.3 eV

Each line ends with the natural charge from an NBO analysis.
Cartesian coordinates (Å):
H 3.340 -1.020 -0.384  0.365
N 2.365 -0.984 -0.154  -0.672
C 1.995 0.253 -0.082  0.264
N 0.617 0.423 0.169  -0.087
N -0.064 1.512 0.004  0.057
N -1.291 1.174 -0.113  -0.271
C -1.445 -0.325 -0.013  0.689
O -2.443 -1.015 -0.180  -0.563
N -0.198 -0.706 0.405  -0.459
H 2.538 1.212 -0.036  0.213
H 0.369 -1.582 0.243  0.465

Record 3
Below is a molecular structure, C30H27Br3Cl3InN6O2SSi, with properties calculated with the ωB97M-V functional and the def2-TZVPD basis.

Computed properties:
ΔE to the lowest compared entry with this formula, charge and spin = 2.5 kcal/mol
highest occupied orbital energy = -7.8 eV
charge = 0
DFT total energy = -11618.96786 Ha
orbital gap = 6.6 eV

Each line ends with the Löwdin charge.
Cartesian coordinates (Å):
In 0.702 0.351 -1.094  0.469
O -3.565 -0.755 -2.364  0.056
C -3.214 -1.692 -3.267  -0.280
C -4.199 -2.188 -4.120  -0.010
C -3.887 -3.155 -5.060  -0.087
C -2.591 -3.644 -5.172  -0.097
C -1.614 -3.153 -4.321  -0.039
C -1.908 -2.190 -3.364  -0.124
C -0.826 -1.701 -2.435  -0.452
O -0.949 -0.370 -2.125  -0.355
N -0.923 -2.485 -1.179  0.030
N -0.668 -1.906 -0.020  -0.006
C -0.806 -2.595 1.054  -0.219
C -0.862 -2.002 2.380  -0.648
Br -1.583 -0.239 2.455  0.769
C -0.620 -2.629 3.536  -0.112
C -0.011 -3.956 3.710  -0.216
C -0.305 -4.667 4.876  -0.040
C 0.248 -5.913 5.113  -0.081
C 1.122 -6.473 4.192  -0.088
C 1.445 -5.769 3.041  -0.079
C 0.889 -4.522 2.803  -0.049
H -2.735 -0.370 -2.000  0.084
H -5.202 -1.798 -4.022  0.118
H -4.662 -3.527 -5.716  0.102
H -2.345 -4.389 -5.915  0.097
H -0.592 -3.511 -4.401  0.114
H 0.145 -1.909 -2.910  0.058
H -1.188 -3.462 -1.212  0.154
H -1.020 -3.663 0.996  0.133
H -0.902 -2.123 4.451  0.099
H -0.985 -4.233 5.598  0.113
H -0.001 -6.447 6.020  0.104
H 1.561 -7.444 4.378  0.102
H 2.143 -6.189 2.329  0.104
H 1.190 -3.969 1.924  0.100
S -0.045 2.668 -1.323  0.650
C 0.618 3.254 0.193  -0.755
N 0.448 4.472 0.621  0.071
N -0.267 5.278 -0.108  0.001
C -0.545 6.590 0.303  -0.227
C -1.357 7.369 -0.515  -0.030
C -1.664 8.665 -0.139  -0.087
C -1.164 9.188 1.045  -0.096
C -0.349 8.403 1.849  -0.083
C -0.033 7.104 1.487  -0.026
N 1.390 2.528 1.066  0.061
N 1.607 1.319 0.831  -0.048
C 2.503 0.672 1.735  -0.262
C 3.278 1.392 2.641  -0.012
C 4.141 0.720 3.484  -0.069
C 4.247 -0.666 3.426  -0.073
C 3.485 -1.376 2.512  -0.086
C 2.615 -0.707 1.666  -0.116
H -0.700 4.931 -0.965  0.085
H -1.742 6.956 -1.439  0.113
H -2.297 9.268 -0.776  0.104
H -1.408 10.199 1.339  0.100
H 0.047 8.807 2.771  0.104
H 0.600 6.485 2.105  0.104
H 3.195 2.469 2.665  0.110
H 4.739 1.279 4.190  0.106
H 4.929 -1.187 4.084  0.106
H 3.568 -2.452 2.452  0.106
H 2.017 -1.263 0.951  0.071
Br 0.435 0.819 -4.968  0.614
C -1.421 0.990 -5.455  -1.023
Br -2.378 2.237 -4.346  0.604
H -1.888 0.016 -5.358  -0.010
H -1.458 1.364 -6.471  -0.005
Cl 2.763 -2.432 -3.151  0.266
Si 2.875 -0.633 -2.162  -0.719
Cl 3.482 0.779 -3.533  0.218
Cl 4.453 -0.823 -0.860  0.307

Record 4
Below is a molecular structure, C11H22O4 in a non-equilibrium geometry, with properties calculated with the ωB97M-V functional and the def2-TZVPD basis.

Computed properties:
ΔE to the lowest compared entry with this formula, charge and spin = 238.6 kcal/mol
highest occupied orbital energy = -9.5 eV
charge = 0
DFT total energy = -732.92984 Ha
orbital gap = 10.1 eV

Each line ends with the natural charge from an NBO analysis.
Cartesian coordinates (Å):
C -5.183 -0.264 0.059  -0.568
C -3.949 -1.219 0.360  -0.384
C -2.587 -0.421 0.441  -0.402
C -2.176 -0.035 -0.905  -0.427
C -0.750 0.282 -0.975  -0.392
C -0.633 1.618 0.090  -0.345
C 0.770 2.095 0.136  -0.521
C 1.803 1.300 0.522  0.781
O 1.515 0.630 1.520  -0.651
O 3.056 1.258 0.044  -0.459
C 3.995 0.699 0.622  -0.093
H 4.873 1.153 0.336  0.209
H 3.899 0.175 1.561  0.208
C 4.209 -0.780 -0.046  0.045
O 4.699 -0.656 -1.500  -0.713
H 4.692 -1.509 -1.721  0.450
C 2.892 -1.807 -0.095  0.015
O 2.333 -2.059 1.191  -0.737
H 2.139 -1.102 1.495  0.498
H 3.000 -2.535 -0.570  0.122
H 2.078 -1.059 -0.811  0.092
H 4.781 -1.359 0.677  0.164
H 0.927 3.292 0.551  0.264
H 1.122 2.426 -0.886  0.219
H -1.257 2.662 -0.544  0.194
H -0.727 1.498 1.068  0.204
H -0.152 -0.538 -0.428  0.228
H -0.398 0.835 -1.871  0.221
H -2.391 -0.846 -1.499  0.202
H -2.819 0.786 -1.154  0.207
H -2.820 0.430 1.120  0.213
H -2.051 -1.244 0.748  0.214
H -4.008 -1.978 -0.347  0.195
H -4.359 -1.786 1.310  0.198
H -5.321 0.504 0.673  0.189
H -6.146 -0.585 0.030  0.204
H -5.058 0.137 -1.200  0.151